{"formula": "C3H11N4", "method": "the ωB97M-V functional and the def2-TZVPD basis", "relative_energy_kj_mol": 56.56, "charge": 1, "e_tot_ev": -9243.6568, "symbols": ["N", "C", "N", "H", "H", "H", "H", "C", "N", "C", "N", "H", "H", "H", "H", "H", "H", "H"], "coordinates": [[1.02172, -2.66639, -1.17881], [0.80466, -1.95855, -0.01092], [1.43605, -0.97902, 0.58636], [1.56035, -2.27700, -1.96184], [0.30685, -3.34298, -1.45810], [-0.10149, -2.33816, 0.50142], [2.39674, -0.90748, 0.25771], [-0.68366, 2.46191, -0.90903], [-0.67189, -0.04303, 1.76941], [-0.99635, 0.93688, 0.89663], [-0.38547, 1.25424, -0.18945], [0.20312, 2.98220, -1.17794], [-1.35318, 3.12304, -0.31535], [-1.18242, 2.19256, -1.84665], [0.27583, -0.52628, 1.58650], [-1.30079, -0.18715, 2.53159], [-1.80029, 1.57951, 1.23427], [0.47022, 0.69568, -0.31580]], "forces_ev_per_angstrom": [[-0.020, 1.016, 0.533], [-0.371, -0.579, -0.484], [0.141, -2.006, -1.310], [-0.101, -0.332, 0.846], [0.497, 0.473, 0.320], [0.327, 0.359, -0.333], [-0.018, 0.482, -0.186], [-1.396, 0.270, -0.718], [0.354, 1.265, -2.180], [-0.612, -1.016, 3.205], [1.359, -0.841, 0.460], [0.804, 0.468, 0.057], [0.553, -0.519, -0.397], [-0.051, 0.199, 0.164], [-0.796, 0.405, 0.533], [0.003, -0.062, 0.391], [-0.339, -0.051, -0.354], [-0.335, 0.469, -0.548]]}